Density functional theory data (the ωB97M-V functional and the def2-TZVPD basis) for a 2-piece molecular cluster, C5H13ClNOP overall at a distorted geometry.

Output
total energy = -30742.9851 eV
strongest force on any atom = 5.00 eV/Å
E_LUMO = -1.6 eV
charge = 0

Cartesian coordinates (Å):
1 C 1.37119 2.26996 0.18222
2 C -1.23685 2.18456 0.08768
3 C -0.28393 -1.59489 -1.37733
4 C -0.82555 -2.72181 0.80630
5 C 0.16695 1.50422 -0.18102
6 N -0.56343 -1.46162 0.07476
7 O 0.04916 0.10641 2.18482
8 P 0.26432 -0.22320 0.78579
9 Cl 2.96699 -1.49314 -0.38536
10 H 1.45678 2.46084 1.31093
11 H 2.29830 1.75840 -0.01737
12 H 1.41966 3.21417 -0.51019
13 H -1.53449 1.53777 0.93848
14 H -1.77007 1.96274 -0.80261
15 H -1.12187 3.22523 0.23050
16 H 0.78196 -1.46245 -1.46454
17 H -0.51468 -2.54901 -1.74863
18 H -0.67188 -0.66821 -1.74874
19 H -1.25597 -2.62254 1.73235
20 H -1.36535 -3.39160 0.22972
21 H 0.23700 -3.18305 0.88307
22 H 0.13177 1.14724 -1.21083